Below is a molecular structure, C13H22IN4O2Ru at a distorted geometry, with properties calculated with ωB97M-V with the def2-TZVPD basis set.

Last column: Löwdin spin population.
Positions of all 43 atoms, in Å:
C  0.219  0.206  -5.079  0.277
I  -0.485  0.584  -3.031  1.029
H  -0.547  -0.385  -5.587  0.048
H  1.156  -0.330  -5.017  0.018
H  0.349  1.163  -5.569  0.034
C  -1.362  3.620  1.437  0.031
C  -2.408  3.138  0.742  0.019
N  -1.946  2.072  0.006  0.020
C  -0.595  1.959  0.123  0.046
N  -0.254  2.867  1.086  0.025
H  -1.321  4.414  2.157  0.013
H  -3.435  3.427  0.714  0.004
C  1.656  -3.634  1.016  0.098
C  1.110  -1.715  -0.049  0.037
N  1.845  -2.258  0.974  0.010
H  0.337  -4.875  -0.269  0.006
N  0.347  -2.750  -0.499  0.014
H  2.136  -4.281  1.733  0.056
Ru  0.304  0.164  -0.155  1.759
C  1.847  0.883  -0.867  0.220
O  2.818  1.388  -1.314  0.145
C  0.767  -3.941  0.044  0.027
C  -0.725  -2.680  -1.477  0.043
H  -1.379  -3.541  -1.314  0.005
H  -0.299  -2.696  -2.487  0.008
H  -1.312  -1.763  -1.339  0.016
C  2.644  -1.494  1.931  0.246
H  3.638  -1.947  2.043  0.084
H  2.148  -1.493  2.919  0.077
H  2.782  -0.453  1.585  0.041
C  1.074  3.054  1.641  0.115
H  1.428  4.070  1.420  0.018
H  1.788  2.341  1.200  0.030
H  1.030  2.927  2.736  0.049
C  -2.790  1.259  -0.842  0.043
H  -2.354  0.257  -0.955  0.016
H  -2.881  1.748  -1.818  0.012
H  -3.777  1.154  -0.393  0.005
C  -0.679  -0.487  2.555  0.092
O  -1.089  -0.571  1.228  0.098
H  0.265  0.041  2.701  0.027
H  -0.603  -1.501  2.960  0.022
H  -1.449  0.057  3.109  0.014

- frontier orbital gap (spin up / spin down) (eV) = 1.90 / 6.88
- total charge = -2
- multiplicity = 6
- E_tot (Ha) = -1270.3367
- lowest unoccupied orbital energy (spin up / spin down) (Ha) = 0.1618 / 0.1435